1.
A single C10H13NO molecule at a distorted geometry. Source: the OMol25 dataset; level of theory: the ωB97M-V functional and the def2-TZVPD basis.

Element x y z (Å)
C (-3.134, -0.309, 0.511)
C (-3.126, 0.937, -0.066)
C (-1.913, -1.092, 0.585)
C (-1.967, 1.473, -0.477)
C (-0.720, -0.514, 0.101)
C (-0.752, 0.814, -0.377)
C (0.468, -1.322, 0.053)
C (1.034, -1.629, -1.360)
C (1.171, -1.812, 1.099)
C (2.631, 1.411, 0.232)
N (1.242, 1.813, 0.383)
O (0.460, 1.423, -0.788)
H (-3.990, -0.643, 0.996)
H (-4.059, 1.464, 0.057)
H (-1.813, -1.952, 1.175)
H (-2.083, 2.485, -0.969)
H (1.136, -2.723, -1.630)
H (2.103, -1.168, -1.562)
H (0.454, -1.223, -2.162)
H (1.944, -2.540, 1.073)
H (0.622, -1.729, 2.017)
H (1.106, 2.899, 0.344)
H (3.346, 1.787, 1.033)
H (2.652, 0.265, 0.350)
H (3.189, 1.883, -0.617)

Output
- structure (SMILES) = C=C(C)c1ccccc1ONC
- charge = 0
- orbital gap (hartree) = 0.3612
- HOMO (eV) = -8.89
- total energy (Ha) = -518.7001

=====

2.
A 8-piece molecular cluster, C22H50F13NO10S8 overall at a distorted geometry. Source: the OMol25 dataset; level of theory: the ωB97M-V functional and the def2-TZVPD basis.

Element x y z (Å)
N (-2.081, 7.007, 2.768)
C (-1.940, 5.618, 3.130)
O (-0.583, 5.263, 3.488)
C (0.189, 5.194, 2.372)
O (0.689, 6.153, 1.915)
O (0.335, 3.952, 1.924)
C (0.608, 3.903, 0.504)
C (0.736, 2.423, 0.144)
C (1.619, 2.153, -1.076)
F (2.270, 3.230, -1.512)
F (2.584, 1.291, -0.659)
C (0.868, 1.403, -2.215)
F (-0.360, 1.930, -2.329)
F (0.739, 0.141, -1.843)
C (1.569, 1.565, -3.623)
F (1.291, 2.784, -4.021)
F (2.862, 1.370, -3.416)
C (1.100, 0.449, -4.607)
F (1.768, -0.640, -4.323)
F (-0.157, 0.153, -4.454)
S (1.380, 0.799, -6.448)
F (2.594, 1.758, -6.143)
F (2.425, -0.398, -6.567)
F (0.249, -0.252, -6.819)
F (0.333, 1.964, -6.430)
F (1.597, 1.064, -7.985)
H (-2.794, 7.416, 3.361)
H (-2.363, 7.106, 1.801)
H (-2.525, 5.425, 4.026)
H (-2.289, 4.961, 2.324)
H (-0.276, 4.312, 0.010)
H (1.499, 4.494, 0.317)
H (-0.253, 1.979, 0.049)
H (1.193, 1.926, 1.001)
C (3.254, -4.739, -2.614)
S (1.963, -4.287, -1.451)
O (1.479, -5.548, -0.815)
C (0.743, -3.810, -2.686)
H (4.109, -5.108, -2.052)
H (2.893, -5.522, -3.281)
H (3.549, -3.861, -3.189)
H (0.542, -4.652, -3.349)
H (1.120, -2.961, -3.256)
H (-0.172, -3.524, -2.170)
C (1.140, -4.892, 4.644)
S (1.823, -4.639, 2.998)
O (1.814, -3.173, 2.732)
C (0.436, -5.356, 2.111)
H (1.837, -4.477, 5.371)
H (0.179, -4.382, 4.726)
H (1.020, -5.960, 4.824)
H (-0.481, -4.816, 2.356)
H (0.339, -6.408, 2.381)
H (0.631, -5.275, 1.040)
C (5.444, -6.069, 5.908)
S (4.817, -6.152, 4.222)
O (3.977, -7.375, 4.123)
C (6.403, -6.526, 3.459)
H (4.604, -5.880, 6.574)
H (5.916, -7.016, 6.174)
H (6.162, -5.253, 5.987)
H (6.811, -7.442, 3.887)
H (7.087, -5.693, 3.621)
H (6.241, -6.662, 2.391)
C (-3.922, -7.022, 0.775)
S (-2.922, -6.011, -0.329)
O (-3.851, -5.351, -1.283)
C (-2.153, -7.388, -1.193)
H (-4.524, -6.358, 1.392)
H (-4.576, -7.671, 0.191)
H (-3.268, -7.618, 1.412)
H (-2.922, -8.014, -1.647)
H (-1.557, -7.970, -0.489)
H (-1.505, -6.983, -1.967)
C (-4.821, 10.252, 3.838)
S (-3.421, 9.778, 4.861)
O (-3.807, 8.539, 5.590)
C (-3.560, 11.153, 6.014)
H (-4.946, 9.504, 3.059)
H (-5.724, 10.302, 4.447)
H (-4.620, 11.221, 3.379)
H (-4.545, 11.145, 6.481)
H (-3.401, 12.090, 5.480)
H (-2.793, 11.036, 6.778)
C (-4.979, 12.265, -0.087)
S (-5.984, 10.928, 0.577)
O (-5.098, 9.743, 0.730)
C (-6.958, 10.671, -0.913)
H (-4.259, 12.560, 0.675)
H (-4.450, 11.921, -0.976)
H (-5.619, 13.113, -0.330)
H (-6.299, 10.433, -1.747)
H (-7.533, 11.572, -1.129)
H (-7.638, 9.840, -0.735)
C (2.311, -8.613, -4.145)
S (4.008, -8.878, -4.684)
O (4.678, -7.551, -4.695)
C (3.597, -9.286, -6.388)
H (2.330, -8.305, -3.100)
H (1.850, -7.831, -4.749)
H (1.752, -9.544, -4.239)
H (3.051, -8.459, -6.843)
H (2.995, -10.194, -6.408)
H (4.526, -9.453, -6.930)

Output
- charge = 0
- orbital gap (hartree) = 0.3186
- HOMO (eV) = -8.22
- total energy (Ha) = -6158.8682

=====

3.
A single C4H9NOS molecule at a distorted geometry. Source: the OMol25 dataset; level of theory: the ωB97M-V functional and the def2-TZVPD basis.

Element x y z (Å)
C (1.046, -0.719, 1.546)
C (-0.015, -0.403, 0.527)
C (0.388, -0.111, -0.844)
C (-2.487, 2.080, 0.686)
H (0.567, -1.047, 2.468)
H (1.612, 0.236, 1.675)
H (1.624, -1.530, 1.140)
H (-0.775, -1.232, 0.513)
H (-0.542, -0.062, -1.474)
H (0.921, 0.815, -0.828)
H (2.525, -1.014, -0.877)
H (-3.209, 2.483, -0.027)
H (-2.541, 2.470, 1.708)
N (-1.633, 1.325, 0.134)
O (-0.705, 0.793, 1.016)
S (1.456, -1.364, -1.553)

Output
- structure (SMILES) = C=NO[C@H](C)CS
- charge = 0
- orbital gap (hartree) = 0.3686
- HOMO (eV) = -9.09
- total energy (Ha) = -685.9030

=====

4.
A single C6H12N molecule at a distorted geometry. Source: the OMol25 dataset; level of theory: the ωB97M-V functional and the def2-TZVPD basis.

Element x y z (Å)
C (-0.870, -2.049, -0.040)
C (0.416, -1.405, 0.506)
C (0.946, -0.294, -0.403)
C (0.006, 0.856, -0.610)
C (-0.687, 1.136, -1.739)
C (0.537, 1.811, 1.592)
N (-0.155, 1.754, 0.505)
H (-0.705, -2.465, -1.080)
H (-1.729, -1.332, -0.056)
H (-1.173, -2.825, 0.632)
H (1.239, -2.177, 0.662)
H (0.232, -1.055, 1.515)
H (1.159, -0.687, -1.353)
H (1.938, 0.101, -0.074)
H (-1.358, 2.029, -1.807)
H (-0.555, 0.448, -2.630)
H (0.328, 2.642, 2.254)
H (1.296, 1.027, 1.759)
H (-0.865, 2.483, 0.369)

Output
- charge = 0
- spin multiplicity = 2
- orbital gap (alpha / beta) (hartree) = 0.2451 / 0.3647
- HOMO (alpha / beta) (eV) = -5.58 / -8.88
- total energy (Ha) = -290.4760

=====

5.
C6H16B4F16NO2Ti as an isolated structure at a distorted geometry. Source: the OMol25 dataset; level of theory: the ωB97M-V functional and the def2-TZVPD basis.

Element x y z (Å)
Ti (-21.309, -3.194, -3.270)
C (-17.926, -4.257, -5.106)
O (-17.089, -3.525, -5.935)
C (-17.821, -3.044, -7.109)
C (-17.237, -1.710, -7.592)
N (-16.097, -1.019, -6.792)
H (-15.362, -1.676, -6.573)
H (-15.798, -0.306, -7.441)
C (-16.439, -0.478, -5.405)
C (-17.435, 0.710, -5.340)
O (-17.658, 1.345, -6.611)
C (-18.988, 1.837, -6.974)
H (-18.776, -3.699, -4.712)
H (-17.297, -4.350, -4.221)
H (-18.090, -5.271, -5.470)
H (-18.866, -2.967, -6.808)
H (-18.018, -3.813, -7.856)
H (-18.020, -1.005, -7.871)
H (-16.750, -1.934, -8.541)
H (-15.441, -0.126, -5.146)
H (-16.733, -1.298, -4.750)
H (-17.273, 1.413, -4.524)
H (-18.422, 0.348, -5.053)
H (-18.846, 2.670, -7.663)
H (-19.495, 2.283, -6.119)
H (-19.630, 1.030, -7.326)
B (-20.838, -6.057, -3.500)
F (-21.894, -6.877, -3.252)
F (-21.017, -5.250, -4.577)
F (-20.920, -5.179, -2.442)
F (-19.565, -6.583, -3.357)
B (-21.324, -1.072, -6.234)
F (-22.481, -0.577, -6.709)
F (-20.521, -1.603, -7.256)
F (-20.739, -0.127, -5.352)
F (-21.546, -2.295, -5.449)
B (-19.292, -1.343, -1.857)
F (-19.468, -1.399, -3.273)
F (-19.253, -0.042, -1.452)
F (-20.192, -2.169, -1.322)
F (-18.137, -1.759, -1.467)
B (-23.781, -1.804, -2.145)
F (-24.536, -2.112, -3.256)
F (-24.195, -0.632, -1.586)
F (-23.835, -2.789, -1.184)
F (-22.574, -1.606, -2.748)

Output
- charge = -1
- spin multiplicity = 5
- orbital gap (alpha / beta) (hartree) = 0.1665 / 0.1765
- HOMO (alpha / beta) (eV) = -2.58 / -8.66
- total energy (Ha) = -2990.9008

=====

6.
C4H8FO2Tl as an isolated structure at a distorted geometry. Source: the OMol25 dataset; level of theory: the ωB97M-V functional and the def2-TZVPD basis.

Element x y z (Å)
O (-0.300, 2.012, -0.866)
C (-1.466, 1.470, -0.349)
C (-0.915, 0.596, 0.802)
O (-0.140, -0.403, 0.123)
C (0.859, -1.125, 0.872)
C (2.071, -1.329, 0.017)
Tl (0.680, 0.477, -1.536)
H (-2.503, 1.070, -0.291)
H (-1.720, 0.093, 1.357)
H (-0.292, 1.162, 1.513)
H (0.371, -2.075, 1.150)
H (1.086, -0.555, 1.785)
H (2.116, -2.244, -0.581)
H (2.995, -0.848, 0.349)
H (-2.069, 1.525, -1.599)
F (-0.771, 0.173, -2.746)

Output
- charge = +1
- spin multiplicity = 2
- orbital gap (alpha / beta) (hartree) = 0.2617 / 0.2565
- HOMO (alpha / beta) (eV) = -13.44 / -13.50
- total energy (Ha) = -579.3817

=====

What did the sixth record say?
C4H8FO2Tl as an isolated structure at a distorted geometry. Source: the OMol25 dataset; level of theory: the ωB97M-V functional and the def2-TZVPD basis.

Element x y z (Å)
O (-0.300, 2.012, -0.866)
C (-1.466, 1.470, -0.349)
C (-0.915, 0.596, 0.802)
O (-0.140, -0.403, 0.123)
C (0.859, -1.125, 0.872)
C (2.071, -1.329, 0.017)
Tl (0.680, 0.477, -1.536)
H (-2.503, 1.070, -0.291)
H (-1.720, 0.093, 1.357)
H (-0.292, 1.162, 1.513)
H (0.371, -2.075, 1.150)
H (1.086, -0.555, 1.785)
H (2.116, -2.244, -0.581)
H (2.995, -0.848, 0.349)
H (-2.069, 1.525, -1.599)
F (-0.771, 0.173, -2.746)

Output
- charge = +1
- spin multiplicity = 2
- orbital gap (alpha / beta) (hartree) = 0.2617 / 0.2565
- HOMO (alpha / beta) (eV) = -13.44 / -13.50
- total energy (Ha) = -579.3817

=====

What did the fifth record say?
C6H16B4F16NO2Ti as an isolated structure at a distorted geometry. Source: the OMol25 dataset; level of theory: the ωB97M-V functional and the def2-TZVPD basis.

Element x y z (Å)
Ti (-21.309, -3.194, -3.270)
C (-17.926, -4.257, -5.106)
O (-17.089, -3.525, -5.935)
C (-17.821, -3.044, -7.109)
C (-17.237, -1.710, -7.592)
N (-16.097, -1.019, -6.792)
H (-15.362, -1.676, -6.573)
H (-15.798, -0.306, -7.441)
C (-16.439, -0.478, -5.405)
C (-17.435, 0.710, -5.340)
O (-17.658, 1.345, -6.611)
C (-18.988, 1.837, -6.974)
H (-18.776, -3.699, -4.712)
H (-17.297, -4.350, -4.221)
H (-18.090, -5.271, -5.470)
H (-18.866, -2.967, -6.808)
H (-18.018, -3.813, -7.856)
H (-18.020, -1.005, -7.871)
H (-16.750, -1.934, -8.541)
H (-15.441, -0.126, -5.146)
H (-16.733, -1.298, -4.750)
H (-17.273, 1.413, -4.524)
H (-18.422, 0.348, -5.053)
H (-18.846, 2.670, -7.663)
H (-19.495, 2.283, -6.119)
H (-19.630, 1.030, -7.326)
B (-20.838, -6.057, -3.500)
F (-21.894, -6.877, -3.252)
F (-21.017, -5.250, -4.577)
F (-20.920, -5.179, -2.442)
F (-19.565, -6.583, -3.357)
B (-21.324, -1.072, -6.234)
F (-22.481, -0.577, -6.709)
F (-20.521, -1.603, -7.256)
F (-20.739, -0.127, -5.352)
F (-21.546, -2.295, -5.449)
B (-19.292, -1.343, -1.857)
F (-19.468, -1.399, -3.273)
F (-19.253, -0.042, -1.452)
F (-20.192, -2.169, -1.322)
F (-18.137, -1.759, -1.467)
B (-23.781, -1.804, -2.145)
F (-24.536, -2.112, -3.256)
F (-24.195, -0.632, -1.586)
F (-23.835, -2.789, -1.184)
F (-22.574, -1.606, -2.748)

Output
- charge = -1
- spin multiplicity = 5
- orbital gap (alpha / beta) (hartree) = 0.1665 / 0.1765
- HOMO (alpha / beta) (eV) = -2.58 / -8.66
- total energy (Ha) = -2990.9008